{"formula": "C45H64F8O31", "method": "wB97M-V/def2-TZVPD", "smiles": "FC(F)C(F)(F)COC(F)(F)C(F)F.C[C@H]1COC(=O)O1.C[C@H]1COC(=O)O1.C[C@H]1COC(=O)O1.C[C@H]1COC(=O)O1.C[C@H]1COC(=O)O1.C[C@H]1COC(=O)O1.C[C@H]1COC(=O)O1.C[C@H]1COC(=O)O1.C[C@H]1COC(=O)O1.C[C@H]1COC(=O)O1", "relative_energy_ev": 4.670, "homo_energy_ev": -9.78, "e_tot_ev": -132913.53808, "charge": 0, "elements": ["F", "C", "F", "C", "F", "F", "C", "O", "C", "F", "F", "C", "F", "F", "H", "H", "H", "H", "C", "C", "C", "O", "C", "O", "O", "H", "H", "H", "H", "H", "H", "C", "C", "C", "O", "C", "O", "O", "H", "H", "H", "H", "H", "H", "C", "C", "C", "O", "C", "O", "O", "H", "H", "H", "H", "H", "H", "C", "C", "C", "O", "C", "O", "O", "H", "H", "H", "H", "H", "H", "C", "C", "C", "O", "C", "O", "O", "H", "H", "H", "H", "H", "H", "C", "C", "C", "O", "C", "O", "O", "H", "H", "H", "H", "H", "H", "C", "C", "C", "O", "C", "O", "O", "H", "H", "H", "H", "H", "H", "C", "C", "C", "O", "C", "O", "O", "H", "H", "H", "H", "H", "H", "C", "C", "C", "O", "C", "O", "O", "H", "H", "H", "H", "H", "H", "C", "C", "C", "O", "C", "O", "O", "H", "H", "H", "H", "H", "H"], "coordinates": [[1.611342, 0.865704, -2.917901], [0.386908, 1.362132, -2.559332], [-0.569803, 0.874699, -3.376284], [0.076497, 0.827620, -1.136640], [-1.091306, 1.365138, -0.725519], [0.963918, 1.434295, -0.256197], [0.219264, -0.681589, -1.048577], [-0.094903, -1.130396, 0.270141], [-0.389854, -2.443414, 0.421648], [0.363531, -3.331621, -0.250747], [-0.052053, -2.673702, 1.749897], [-1.895855, -2.755908, 0.400343], [-2.477750, -2.662594, -0.810873], [-2.018234, -4.013203, 0.921061], [0.461683, 2.449763, -2.614757], [1.210954, -1.043258, -1.311702], [-0.475973, -1.103569, -1.781236], [-2.430173, -2.114234, 1.106186], [-3.133278, -4.622605, -3.574119], [-3.717845, -3.350535, -4.153829], [-2.915310, -2.102308, -3.723748], [-2.494277, -1.461421, -4.900033], [-3.110910, -2.078603, -5.968151], [-3.097728, -1.573724, -7.040740], [-3.629014, -3.244244, -5.590280], [-3.597648, -5.474923, -4.085503], [-3.172012, -4.793606, -2.502906], [-2.106405, -4.803797, -3.911389], [-4.740085, -3.240865, -3.794372], [-1.969870, -2.436209, -3.285652], [-3.511366, -1.480697, -3.054869], [4.184675, 1.523297, -1.163391], [3.930604, 2.816723, -0.356220], [4.888920, 3.094656, 0.799641], [5.650534, 4.228361, 0.340792], [5.200786, 4.673418, -0.826623], [5.588914, 5.608848, -1.456672], [4.121552, 3.953429, -1.209229], [4.198973, 0.744349, -0.399210], [5.141542, 1.508560, -1.686756], [3.384852, 1.454455, -1.892920], [2.872351, 2.774494, -0.106516], [5.683264, 2.419904, 1.107876], [4.268781, 3.426423, 1.632446], [-3.966045, -7.131445, 2.188339], [-4.688923, -6.035157, 2.988444], [-4.770470, -6.457363, 4.490420], [-4.212962, -5.334147, 5.138008], [-3.675172, -4.459172, 4.277428], [-3.242186, -3.392229, 4.589273], [-3.786940, -4.927057, 3.025273], [-2.985938, -7.232428, 2.654892], [-3.819823, -6.876100, 1.141169], [-4.494423, -8.080067, 2.282742], [-5.740660, -5.894774, 2.741523], [-4.113789, -7.309034, 4.681048], [-5.791221, -6.694387, 4.777781], [3.163359, 3.152655, -4.371946], [3.299545, 4.148163, -5.487174], [4.511090, 5.067082, -5.266856], [5.122298, 5.218028, -6.547627], [4.699424, 4.188819, -7.303948], [5.160201, 3.981555, -8.382809], [3.745141, 3.449831, -6.654246], [2.358130, 2.467328, -4.630163], [2.905627, 3.646892, -3.432584], [4.115145, 2.659731, -4.181847], [2.397268, 4.726048, -5.702498], [5.172270, 4.687951, -4.485882], [4.225862, 6.073101, -4.973280], [-6.881718, 1.224961, 3.385351], [-5.515941, 0.661819, 3.594340], [-5.337131, -0.894829, 3.545134], [-4.484269, -1.058985, 2.404799], [-4.080887, 0.128283, 1.904371], [-3.400652, 0.304081, 0.944359], [-4.578062, 1.118642, 2.648702], [-7.385777, 0.813534, 2.503934], [-6.830258, 2.283489, 3.116032], [-7.530981, 1.160508, 4.255805], [-5.219771, 0.978670, 4.597113], [-6.281673, -1.427813, 3.476499], [-4.813146, -1.185545, 4.452579], [-0.590874, 3.458728, 1.612029], [0.757394, 3.922809, 2.210178], [0.737002, 4.241236, 3.659901], [2.010058, 3.741483, 4.132472], [2.308784, 2.694554, 3.336144], [3.166110, 1.890640, 3.570181], [1.627110, 2.790385, 2.197777], [-1.258162, 4.221516, 1.217370], [-1.110662, 2.980920, 2.447872], [-0.411368, 2.712725, 0.841664], [1.019289, 4.738551, 1.529636], [-0.123663, 3.749922, 4.125682], [0.553611, 5.288988, 3.894595], [0.973347, 0.281013, 2.794948], [-0.454525, 0.774097, 2.992611], [-1.180449, 0.114920, 4.141243], [-1.882796, 1.209312, 4.767892], [-1.407601, 2.372370, 4.254450], [-1.771096, 3.472910, 4.529141], [-0.433877, 2.125261, 3.360071], [1.666391, 0.623858, 3.570810], [1.461721, 0.594643, 1.873989], [1.080711, -0.801413, 2.880370], [-1.000565, 0.517183, 2.079338], [-0.628818, -0.310014, 4.983619], [-1.847289, -0.635933, 3.710932], [-0.610447, -5.917853, 5.446171], [0.013846, -4.924801, 4.457459], [0.368564, -3.582632, 5.073905], [1.726897, -3.386085, 4.626876], [2.204502, -4.502208, 4.085670], [3.327513, -4.674904, 3.728716], [1.264198, -5.474885, 4.069497], [-0.001261, -6.112855, 6.329060], [-0.746290, -6.883220, 4.956809], [-1.573577, -5.556837, 5.813026], [-0.645318, -4.718754, 3.611572], [0.259379, -3.500387, 6.153067], [-0.214333, -2.809951, 4.575289], [1.328607, 7.822482, -4.135813], [2.169245, 6.859049, -3.292573], [2.313433, 7.409344, -1.848120], [1.634957, 6.425781, -1.046199], [1.226552, 5.417632, -1.824721], [0.756980, 4.402276, -1.373973], [1.406625, 5.672209, -3.108691], [1.659311, 8.856658, -4.088631], [0.274178, 7.677000, -3.913012], [1.431164, 7.516603, -5.182239], [3.189646, 6.573413, -3.521363], [1.896805, 8.412188, -1.733950], [3.360696, 7.595418, -1.601827], [3.665507, -2.609552, -2.668498], [3.147098, -3.739067, -3.557053], [1.755335, -4.280026, -3.152366], [1.071639, -4.393930, -4.389381], [1.732459, -3.686485, -5.328269], [1.421122, -3.696325, -6.483264], [2.835601, -3.154882, -4.841983], [3.887104, -2.904569, -1.645661], [2.921597, -1.815072, -2.630823], [4.547212, -2.317289, -3.241028], [3.856013, -4.563965, -3.613109], [1.194103, -3.563463, -2.540822], [1.718820, -5.180603, -2.540300]], "forces_ev_per_angstrom": [[-0.404, -0.359, -0.259], [0.120, -0.152, 0.658], [0.228, -0.004, -0.234], [1.121, 1.557, 0.746], [-0.570, -1.132, -0.644], [0.455, -0.740, -0.735], [-0.914, -0.470, -0.261], [0.126, 0.140, -0.887], [0.174, -0.028, 2.317], [-0.234, 0.564, -0.767], [-0.314, -0.002, -0.375], [-0.268, -0.203, 1.197], [0.371, -0.315, -0.082], [-0.194, -0.169, -0.888], [-0.345, -0.017, 0.199], [0.185, 0.529, -0.042], [-0.105, -0.007, 0.038], [0.224, 0.345, -0.297], [0.423, -1.435, -1.932], [0.868, 0.952, 0.887], [0.934, -0.870, 0.600], [-1.209, 0.052, -0.634], [1.174, 1.548, 0.393], [-0.333, -0.723, -0.255], [-0.888, -1.115, 0.232], [-0.491, 0.027, 0.390], [-0.324, 0.546, 0.078], [0.214, 0.665, 0.237], [-0.273, -0.061, -0.600], [-0.349, 0.122, 0.655], [0.326, 0.327, -0.124], [0.215, 0.944, 0.753], [0.463, -1.391, -1.319], [-0.299, 1.124, 0.288], [0.512, 0.492, -0.108], [-1.109, -0.032, -0.048], [0.403, 0.150, 0.056], [-0.017, 0.130, -0.191], [-0.308, -0.424, -0.387], [0.101, 0.183, 0.121], [0.078, -0.480, 0.123], [0.172, 0.372, 0.549], [-0.681, -0.757, -0.116], [0.471, -0.131, 0.341], [-0.442, 0.439, 0.300], [0.932, -2.359, 0.957], [0.981, -0.273, -1.225], [-0.292, 0.388, 1.275], [-0.908, 0.161, -0.065], [0.508, -0.204, -0.083], [-0.819, 0.662, -0.435], [0.056, -0.131, -0.102], [-0.154, 0.026, -0.021], [-0.037, -0.007, -0.140], [0.343, 1.087, -0.976], [-0.166, -0.076, 0.122], [0.059, 0.353, 0.412], [-0.686, 0.292, 0.276], [1.567, 0.246, 0.299], [-0.603, 1.250, 0.462], [-0.350, -0.547, 0.789], [0.412, -0.292, -0.591], [-0.608, -0.419, 0.243], [0.213, 0.337, -1.097], [0.231, -0.301, 0.137], [-0.117, 0.079, -0.130], [-0.082, -0.283, -0.296], [-0.076, -0.251, -0.053], [0.345, -0.195, -0.363], [-0.017, -0.014, 0.066], [-0.804, 0.630, -1.411], [-0.156, -0.933, 1.597], [0.275, 1.572, 0.321], [-0.044, -0.799, -0.356], [-0.681, 0.218, 0.450], [0.348, -0.558, -0.018], [0.105, 0.816, -0.284], [-0.032, -0.398, 0.215], [0.314, 0.068, 0.354], [0.127, -0.300, 0.063], [0.468, 0.197, -0.207], [0.102, -0.148, -0.475], [0.149, -0.431, -0.194], [-1.125, 0.971, -0.394], [-2.006, 0.317, -1.742], [-0.685, 1.263, 0.891], [-0.701, -0.245, 0.355], [1.277, 1.514, 0.142], [0.040, 0.327, -0.062], [0.951, -0.004, -1.016], [0.615, 0.557, -0.373], [-0.827, 2.052, -3.456], [-0.005, 0.355, 0.151], [1.240, -0.213, 0.269], [2.029, 1.266, 0.112], [0.858, 0.196, -0.063], [0.802, -0.721, 0.665], [1.868, -2.339, -0.164], [-0.361, -0.237, 0.726], [-0.543, 0.636, -0.661], [-0.771, -1.504, 0.913], [-0.911, -0.445, 0.450], [0.191, -3.922, 3.990], [-0.796, -0.196, 0.053], [-0.553, -0.179, -0.036], [-0.555, -0.114, -0.240], [-0.293, 1.079, -0.114], [0.555, -0.200, -0.580], [-0.356, 0.085, 0.524], [-0.345, 0.091, -0.323], [-0.676, -0.771, 1.507], [0.179, 0.599, -1.058], [-0.337, 0.640, 0.621], [0.761, -0.905, 0.101], [-0.161, 0.256, -0.138], [-0.074, 0.301, -0.601], [0.314, 0.298, -0.144], [-0.139, 0.036, -0.064], [-0.058, 0.004, -0.138], [0.196, -0.495, -0.270], [0.341, -0.138, 0.052], [-0.119, 0.145, 0.338], [1.044, -1.087, -1.382], [-0.559, 1.480, 1.693], [-0.073, 0.545, -0.339], [0.729, 0.732, 0.071], [-0.307, -1.022, 1.296], [0.143, 0.534, -0.537], [0.086, -0.542, -0.657], [-0.077, 0.009, 0.295], [0.052, 0.291, 0.428], [-0.076, 0.157, -0.073], [-0.238, 0.129, -1.075], [-0.756, -0.329, 0.125], [0.045, -0.940, 0.448], [-0.026, -0.628, -0.946], [-1.545, 0.350, 1.325], [-0.158, 0.906, 0.661], [-0.341, -0.460, 0.289], [-0.512, -1.532, -1.814], [-0.148, 0.604, 0.658], [1.413, 0.198, 0.720], [0.254, -0.243, -0.097], [0.124, 0.147, -0.207], [0.188, 0.656, 0.683], [0.175, 0.130, -0.540], [0.258, 0.296, -0.114], [0.294, -0.399, -0.621]], "mulliken_charge": [-0.279, -0.265, -0.255, 1.376, -0.346, 0.025, -0.323, 0.036, 0.124, -0.236, -0.211, 1.221, 0.023, -0.199, 0.103, 0.015, -0.068, -0.795, -1.359, 0.640, 0.387, -0.373, 0.551, -0.532, -0.384, 0.401, 0.324, 0.264, 0.208, -0.418, 0.252, -1.283, 2.624, -0.207, -0.402, 0.294, -0.575, 0.208, 0.522, 0.439, -0.221, -1.689, 0.261, 0.263, -1.261, 0.292, -0.555, -0.372, 0.575, -0.467, -0.058, 0.281, 0.295, 0.396, 0.306, 0.299, 0.329, -0.906, 0.534, -0.078, -0.395, 0.462, -0.533, -0.409, 0.254, 0.060, 0.360, 0.317, 0.274, 0.221, -1.665, 0.485, -0.434, -0.097, 0.398, -0.458, -0.289, 0.351, 0.360, 0.428, 0.276, 0.392, 0.238, -0.291, 0.222, 0.083, -0.474, 0.258, -0.618, 0.313, 0.482, 0.017, -0.309, 0.363, -0.215, 0.577, -1.817, 2.058, 0.435, -0.454, 0.438, -0.549, -0.691, 0.863, -0.041, -0.001, -0.958, 0.198, -0.033, -1.623, 1.275, 0.453, -0.370, 0.587, -0.564, -0.462, 0.406, 0.351, 0.359, -0.243, 0.349, -0.459, -1.464, 1.036, -0.749, -0.331, 0.583, -0.373, -0.391, 0.400, 0.382, 0.349, -0.368, 0.311, 0.323, -0.892, 0.276, 0.355, -0.369, 0.638, -0.565, -0.351, 0.467, -0.095, 0.406, 0.227, -0.439, 0.374]}